Run a
{
  "formula": "C5H10N3S",
  "method": "the ωB97M-V functional and the def2-TZVPD basis",
  "species": ["C", "C", "C", "C", "C", "N", "N", "N", "S", "H", "H", "H", "H", "H", "H", "H", "H", "H", "H"],
  "positions_angstrom": [[-1.32015, 0.99884, 0.48166], [1.95008, 1.13419, -0.35854], [2.36010, 0.02144, 0.62444], [-1.18164, -0.55154, 0.40281], [0.13526, -0.48195, -0.71503], [-0.37878, 1.70393, -0.06940], [0.53737, 0.86955, -0.70089], [-2.36713, -1.12939, -0.15204], [1.62631, -1.48811, -0.22684], [-2.17976, 1.53768, 0.87167], [1.83180, 2.08354, 0.14146], [2.61479, 1.09503, -1.20826], [3.44549, -0.40616, 0.54243], [1.98531, 0.04161, 1.67276], [-0.75516, -1.11410, 1.31863], [-0.08557, -0.79573, -1.72548], [-2.42999, -2.13581, -0.43206], [-2.59745, -0.50150, -0.94794], [-3.19089, -0.88151, 0.48062]],
  "homo_lumo_gap_ev": 8.5,
  "molar_mass_g_mol": 144.223,
  "total_charge": 1
}



Run b
{
  "formula": "C5H10N3S",
  "method": "the ωB97M-V functional and the def2-TZVPD basis",
  "species": ["C", "C", "C", "C", "C", "N", "N", "N", "S", "H", "H", "H", "H", "H", "H", "H", "H", "H", "H"],
  "positions_angstrom": [[0.87688, 1.52236, -1.17636], [-0.32254, 2.03477, -1.59122], [-0.56375, -0.10518, -0.95112], [1.73507, -0.83532, -0.71058], [-1.05001, -2.90500, 3.67493], [0.69416, 0.20805, -0.80925], [-1.16637, 0.99280, -1.34973], [-0.76544, 3.21431, -2.16184], [-0.18615, -1.94830, 2.42072], [1.94021, 2.03574, -1.13031], [1.92676, -1.36934, -1.62526], [2.66762, -0.29322, -0.53781], [1.61339, -1.53744, 0.03578], [-2.16227, -2.72897, 3.50399], [-0.73651, -2.53797, 4.78332], [-0.72805, -4.07722, 3.61390], [-2.17726, 0.99924, -1.62697], [0.06718, 3.78322, -2.54271], [-1.66292, 3.54747, -1.81949]],
  "homo_lumo_gap_ev": [4.9, 7.0],
  "molar_mass_g_mol": 144.223,
  "total_charge": 1
}



Stability ranking, top and bottom: run a is the most stable and run b is the least stable.



Run a
{
  "formula": "C5H7Br",
  "method": "the ωB97M-V functional and the def2-TZVPD basis",
  "species": ["C", "C", "C", "C", "C", "Br", "H", "H", "H", "H", "H", "H", "H"],
  "positions_angstrom": [[1.28349, 1.14702, 0.48615], [1.36033, -0.17064, 0.74578], [0.28857, 1.00638, -0.63431], [0.39153, -0.51901, -0.33687], [-1.73923, -0.83632, 0.24770], [0.72437, -1.86594, -1.62798], [1.62486, 2.04968, 0.91877], [1.91516, -0.81310, 1.47122], [-0.69839, 1.53417, -0.89907], [0.80886, 1.21133, -1.55048], [-2.34767, 0.03240, 0.41759], [-1.43566, -1.26652, 1.16613], [-2.17623, -1.50946, -0.40463]],
  "homo_lumo_gap_ev": 9.1,
  "molar_mass_g_mol": 147.015
}



Run b
{
  "formula": "C5H7Br",
  "method": "the ωB97M-V functional and the def2-TZVPD basis",
  "species": ["C", "C", "C", "C", "C", "Br", "H", "H", "H", "H", "H", "H", "H"],
  "positions_angstrom": [[0.86421, 1.65082, -0.49070], [0.81727, 0.60617, -1.45255], [-0.04715, -0.45454, 0.58417], [-0.15293, 0.49127, -0.43927], [-0.88247, -1.63108, 0.83364], [-1.96030, 1.23095, -0.66341], [1.83403, 1.86472, 0.17048], [0.44351, 2.56101, -0.80890], [1.53479, -0.10206, -1.83667], [0.89450, -0.29088, 1.18835], [-1.71624, -1.57846, 0.23661], [-1.26698, -1.70411, 1.92834], [-0.36225, -2.64381, 0.74993]],
  "homo_lumo_gap_ev": [8.4, 7.5],
  "molar_mass_g_mol": 147.015
}



Stability ranking, top and bottom: run a is the most stable and run b is the least stable.



Run a
{
  "formula": "CH7NS",
  "method": "the ωB97M-V functional and the def2-TZVPD basis",
  "species": ["N", "H", "H", "H", "H", "C", "S", "H", "H", "H"],
  "positions_angstrom": [[0.45140, -0.40959, -2.00285], [-0.14437, -0.80825, -2.72067], [-0.67974, -0.09812, -0.20915], [1.20736, -1.02695, -1.80194], [0.84218, 0.44585, -2.47382], [-0.23969, 0.47627, 1.92021], [-1.50310, -0.35109, 0.85490], [0.69134, -0.09646, 1.86083], [0.01959, 1.50930, 1.64162], [-0.64496, 0.35905, 2.93088]],
  "homo_lumo_gap_ev": 9.4,
  "molar_mass_g_mol": 65.141
}



Run b
{
  "formula": "CH7NS",
  "method": "the ωB97M-V functional and the def2-TZVPD basis",
  "species": ["S", "H", "C", "N", "H", "H", "H", "H", "H", "H"],
  "positions_angstrom": [[2.06587, -1.72673, 0.18416], [2.74078, -0.86051, 0.96858], [-0.71823, 0.86354, 0.27645], [-0.74235, -0.13163, -0.79874], [-1.04195, 0.35476, 1.20949], [-1.32136, 1.76594, 0.30151], [0.28626, 1.09407, 0.64689], [0.90676, -1.23638, -0.18173], [-1.71866, -0.49580, -0.94664], [-0.45712, 0.37274, -1.65998]],
  "homo_lumo_gap_ev": 10.2,
  "molar_mass_g_mol": 65.141
}



Stability ranking, top and bottom: run a is the most stable and run b is the least stable.



Run a
{
  "formula": "C2H8N2O2",
  "method": "the ωB97M-V functional and the def2-TZVPD basis",
  "species": ["C", "C", "N", "N", "O", "O", "H", "H", "H", "H", "H", "H", "H", "H"],
  "positions_angstrom": [[-0.26360, -0.62447, 0.33153], [0.96151, 1.96467, 0.48459], [-0.30488, -0.09771, -0.91109], [-0.20653, -1.99233, -1.10304], [-0.26642, 1.31215, 0.61759], [-1.39271, -0.96303, 0.97150], [-1.19503, -1.15772, 1.89604], [-1.27464, 0.13733, -1.13272], [0.69330, -0.84540, 0.78610], [-1.14538, -2.24630, -1.40503], [0.42168, -1.96812, -1.90059], [1.26644, 2.39483, 1.45039], [0.91895, 2.78105, -0.25006], [1.78730, 1.30505, 0.16481]],
  "homo_lumo_gap_ev": [8.6, 8.6],
  "molar_mass_g_mol": 92.098
}



Run b
{
  "formula": "C2H8N2O2",
  "method": "the ωB97M-V functional and the def2-TZVPD basis",
  "species": ["O", "C", "N", "C", "N", "H", "H", "H", "H", "H", "H", "H", "H", "O"],
  "positions_angstrom": [[-0.66683, 2.01763, -0.81754], [0.35428, 1.30146, -0.98838], [0.18770, -0.06469, -0.90411], [-0.98866, -0.51224, -0.19590], [-0.94104, -0.37057, 1.31743], [1.24078, 1.87323, -1.33897], [0.88750, -0.71644, -0.98336], [-1.88889, -0.01065, -0.67622], [-1.03349, -1.69012, -0.28620], [-1.41715, -1.17657, 1.68024], [-1.40738, 0.45795, 1.64341], [1.13960, -1.01240, 0.92127], [1.64937, -2.11133, 1.90342], [1.90549, -1.68040, 0.98613]],
  "homo_lumo_gap_ev": 10.7,
  "molar_mass_g_mol": 92.098
}



Stability ranking, top and bottom: run b is the most stable and run a is the least stable.



Run a
{
  "formula": "C2H8N2O2",
  "method": "the ωB97M-V functional and the def2-TZVPD basis",
  "species": ["C", "N", "C", "N", "O", "H", "H", "H", "H", "H", "H", "H", "H", "O"],
  "positions_angstrom": [[0.99689, -2.37241, 2.45412], [0.34681, -1.41625, 1.56175], [0.80733, -1.28993, 0.28816], [0.04643, -0.45955, -0.52888], [1.84345, -1.79871, -0.10103], [1.36188, -3.21581, 1.87534], [0.24550, -2.71765, 3.16002], [1.87647, -1.93707, 2.92744], [-0.22122, -0.71538, 2.00725], [-0.94937, -0.56905, -0.42637], [0.30888, -0.51227, -1.49692], [-2.41983, 6.25880, -3.43814], [-1.96784, 4.93433, -4.00224], [-2.27537, 5.81095, -4.28049]],
  "homo_lumo_gap_ev": 10.5,
  "molar_mass_g_mol": 92.098
}



Run b
{
  "formula": "C2H8N2O2",
  "method": "the ωB97M-V functional and the def2-TZVPD basis",
  "species": ["N", "C", "N", "H", "H", "H", "H", "H", "H", "O", "C", "O", "H", "H"],
  "positions_angstrom": [[-0.41334, -1.32066, -0.39230], [-1.05184, -0.05749, -0.69227], [-1.83298, 0.59601, 0.34992], [-1.04947, -2.09609, -0.55730], [-0.17033, -1.40392, 0.58843], [-1.69497, -0.17401, -1.56134], [-0.32707, 0.69639, -1.00794], [-1.20946, 0.80931, 1.12254], [-2.53156, -0.04962, 0.70989], [1.33457, 0.42264, 1.60463], [2.08921, 0.43696, 0.68745], [2.09695, 1.40351, -0.27279], [2.89743, -0.29734, 0.55455], [1.86285, 1.03431, -1.13346]],
  "homo_lumo_gap_ev": 10.0,
  "molar_mass_g_mol": 92.098
}



Run c
{
  "formula": "C2H8N2O2",
  "method": "the ωB97M-V functional and the def2-TZVPD basis",
  "species": ["O", "C", "N", "C", "N", "H", "H", "H", "H", "H", "H", "H", "H", "O"],
  "positions_angstrom": [[-2.72059, 0.39307, -0.59899], [-1.64987, 0.93533, -0.46394], [-0.66891, 0.51319, 0.39778], [-0.50033, -0.88621, 0.67086], [0.50489, -1.48083, -0.21540], [-1.39123, 1.87747, -0.96812], [0.14614, 1.10474, 0.41604], [-1.46598, -1.37382, 0.58698], [-0.17629, -0.99978, 1.69977], [0.75252, -2.39911, 0.13443], [0.10836, -1.62840, -1.13858], [2.19200, 0.61282, -0.50170], [2.58594, 1.75422, 0.44029], [2.28335, 1.57730, -0.45941]],
  "homo_lumo_gap_ev": 10.6,
  "molar_mass_g_mol": 92.098
}



Run d
{
  "formula": "C2H8N2O2",
  "method": "the ωB97M-V functional and the def2-TZVPD basis",
  "species": ["O", "C", "N", "C", "N", "H", "H", "H", "H", "H", "H", "H", "H", "O"],
  "positions_angstrom": [[-1.46805, 1.85129, -0.83790], [-1.39797, 0.67241, -0.96776], [-0.64846, -0.19342, -0.17824], [-0.16749, 0.33235, 1.11014], [1.29013, 0.22747, 1.16215], [-1.79604, 0.16031, -1.81685], [-0.82541, -1.17627, -0.32259], [-0.34179, 1.37268, 1.30728], [-0.70967, -0.15626, 2.00261], [1.68259, 0.26504, 2.07114], [1.73249, 0.99882, 0.57916], [1.62897, -1.66467, 0.21534], [1.48362, -1.96205, -1.32843], [1.72384, -2.36435, -0.46826]],
  "homo_lumo_gap_ev": 10.6,
  "molar_mass_g_mol": 92.098
}



Stability ranking, top and bottom: run a is the most stable and run b is the least stable.



Run a
{
  "formula": "C2H8IN2",
  "method": "the ωB97M-V functional and the def2-TZVPD basis",
  "species": ["C", "C", "N", "N", "I", "H", "H", "H", "H", "H", "H", "H", "H"],
  "positions_angstrom": [[-0.58105, 1.32274, -0.79718], [0.85541, -0.02446, 0.39328], [1.29843, -0.80755, 1.36793], [-0.41530, 0.20882, 0.11079], [-1.56565, -2.32849, -1.25067], [0.06874, 2.14549, -0.65744], [-0.41880, 0.87151, -1.83076], [-1.59259, 1.68843, -0.50508], [1.61976, 0.47802, -0.09323], [0.68360, -1.30582, 1.99886], [2.19066, -1.27521, 1.36967], [-0.99210, -0.99496, -0.86139], [-1.15112, 0.02147, 0.75522]],
  "homo_lumo_gap_ev": 8.7,
  "molar_mass_g_mol": 187.004,
  "total_charge": 1
}



Run b
{
  "formula": "C2H8IN2",
  "method": "the ωB97M-V functional and the def2-TZVPD basis",
  "species": ["C", "C", "N", "N", "I", "H", "H", "H", "H", "H", "H", "H", "H"],
  "positions_angstrom": [[0.29280, 1.08708, -1.38469], [-0.66849, -1.08064, 1.80091], [1.24169, 0.40444, -1.90258], [-0.72302, -0.30491, 0.50027], [3.11550, 0.91003, -0.91199], [-0.60615, 1.05537, -1.87383], [-1.79803, -1.18410, 2.24111], [-0.12914, -2.00115, 1.47425], [-0.01221, -0.52389, 2.40482], [1.35540, -0.25731, -2.62734], [-1.58696, -0.56499, 0.00789], [0.43933, 1.84844, -0.57056], [-0.92072, 0.61164, 0.84175]],
  "homo_lumo_gap_ev": 8.0,
  "molar_mass_g_mol": 187.004,
  "total_charge": 1
}



Stability ranking, top and bottom: run a is the most stable and run b is the least stable.